Record 1
Density functional theory data (ωB97M-V/def2-TZVPD) for a structure of composition C24H36P2SiSn in a non-equilibrium geometry.

Results
**Highest occupied orbital energy (spin up / spin down)**: -3.93 / -4.57 eV
**Total energy**: -2122.345969 hartree
**Kohn-Sham gap (spin up / spin down)**: 4.28 / 5.18 eV

ORCA input file:
```
! wB97M-V def2-TZVPD RIJCOSX def2/J DEFGRID3
* xyz 0 1
C -2.579 -0.447 0.126
C -2.601 -1.114 -1.123
C -1.759 -2.248 -1.058
H -3.239 -0.857 -1.975
C -1.189 -2.315 0.260
C -1.713 -1.173 1.010
H -1.629 -1.040 2.092
H -3.206 0.405 0.410
H -1.646 -3.005 -1.836
H -0.666 -3.162 0.708
Sn 0.168 -0.421 -0.354
C 1.662 1.738 -5.050
H 1.727 0.672 -5.290
H 2.621 2.171 -5.364
H 0.889 2.250 -5.630
Si 0.537 1.394 -3.187
C -0.505 2.806 -2.685
C -1.830 2.640 -2.247
H -2.200 1.646 -1.983
C -2.667 3.757 -2.153
H -3.710 3.631 -1.851
C -2.165 5.033 -2.443
H -2.825 5.899 -2.404
C -0.806 5.208 -2.736
H -0.395 6.205 -2.910
C 0.042 4.101 -2.792
H 1.120 4.231 -2.936
C -0.391 -0.029 -3.906
C -1.496 0.307 -4.698
H -1.909 1.323 -4.661
C -2.014 -0.647 -5.580
H -2.807 -0.350 -6.266
C -1.502 -1.947 -5.581
H -1.892 -2.679 -6.285
C -0.501 -2.317 -4.679
H -0.131 -3.343 -4.653
C 0.050 -1.364 -3.822
H 0.828 -1.644 -3.099
H 1.324 0.866 -2.049
H 1.742 2.078 -3.894
C 1.275 2.880 1.044
P 3.084 2.934 0.684
C 3.729 3.217 2.387
C 3.569 1.155 0.378
C 3.452 0.063 1.466
P 1.766 -0.567 1.873
C 1.994 -2.348 2.206
C 1.354 0.139 3.509
H 1.035 3.764 1.653
H 0.955 1.978 1.587
H 0.727 2.959 0.096
H 3.921 2.292 2.941
H 4.671 3.771 2.270
H 3.023 3.853 2.935
H 3.064 0.846 -0.555
H 4.643 1.249 0.135
H 4.008 -0.821 1.109
H 3.935 0.362 2.409
H 2.724 -2.469 3.023
H 1.037 -2.799 2.510
H 2.366 -2.880 1.316
H 2.115 -0.178 4.236
H 1.300 1.235 3.513
H 0.378 -0.252 3.830
*
```


Record 2
Density functional theory data (ωB97M-V/def2-TZVPD) for a cluster of 2 separate species, C5H9N5O3 in total in a non-equilibrium geometry.

Results
**Energy relative to the best compared isomer or geometry (same formula, charge and spin)**: 410.4 kJ/mol
**Highest occupied orbital energy (spin up / spin down)**: -9.11 / -9.11 eV
**Total energy**: -695.138704 hartree
**Kohn-Sham gap (spin up / spin down)**: 8.13 / 8.13 eV

ORCA input file:
```
! wB97M-V def2-TZVPD RIJCOSX def2/J DEFGRID3
* xyz 0 1
C 0.052 -1.239 0.844
C -1.062 -2.417 -0.868
C -0.376 0.934 -0.386
C 0.735 -0.365 2.962
C -0.080 0.611 -2.671
N -0.252 -1.714 -0.204
N 1.749 1.328 -1.261
N 0.250 -1.307 2.026
N 0.548 0.962 -1.367
N -0.365 1.598 0.786
O -1.474 1.978 1.231
O -1.172 -2.345 -2.065
O 0.751 1.819 1.337
H -1.477 -3.285 -0.353
H -1.415 0.671 -0.705
H 1.004 -1.013 3.793
H 1.525 0.276 2.594
H -0.279 0.213 3.265
H -0.462 -0.360 -2.660
H -0.841 1.428 -2.692
H 0.643 0.775 -3.341
H 2.001 1.453 -0.262
*
```


Record 3
Density functional theory data (ωB97M-V/def2-TZVPD) for a structure of composition C34H34F3GaN5O6S2.

Results
**Highest occupied orbital energy**: -5.10 eV
**Total energy**: -5061.739038 hartree
**Kohn-Sham gap**: 6.40 eV

ORCA input file:
```
! wB97M-V def2-TZVPD RIJCOSX def2/J DEFGRID3
* xyz -1 1
F 0.528 2.865 0.027
C 0.875 2.286 -1.177
F 1.784 3.176 -1.724
F -0.258 2.461 -1.961
Ga 1.463 0.289 -1.124
C 3.482 0.116 -1.091
C 4.240 0.993 -0.070
C 4.678 0.227 1.194
S 6.460 0.226 1.519
C 6.668 1.632 2.527
S 5.854 3.029 2.338
N 7.642 1.472 3.520
C 8.109 0.280 4.060
C 9.016 0.636 5.005
N 9.146 2.010 5.068
C 8.318 2.476 4.183
C 0.494 -0.676 0.385
C -0.879 -1.194 -0.111
C -2.010 -0.216 0.087
C -2.212 0.461 1.289
C -3.251 1.366 1.445
C -4.122 1.611 0.393
C -3.937 0.943 -0.808
C -2.900 0.037 -0.952
H 0.930 -0.363 -2.506
H 3.831 0.382 -2.093
H 3.726 -0.939 -0.949
H 5.148 1.375 -0.546
H 3.672 1.875 0.229
H 4.450 -0.838 1.134
H 4.172 0.621 2.074
H 7.770 -0.690 3.749
H 9.566 -0.043 5.635
H 8.145 3.511 3.946
H 0.348 -0.039 1.260
H 1.076 -1.537 0.728
H -0.799 -1.357 -1.189
H -1.144 -2.156 0.341
H -1.532 0.275 2.111
H -3.356 1.895 2.385
H -4.928 2.321 0.510
H -4.607 1.145 -1.636
H -2.766 -0.478 -1.897
C -8.052 -1.241 4.310
C -6.835 -0.586 4.168
C -5.884 -1.069 3.283
C -6.179 -2.204 2.553
C -7.381 -2.874 2.677
C -8.323 -2.383 3.568
N -5.170 -2.703 1.597
O -4.125 -2.100 1.552
O -5.463 -3.671 0.921
H -8.793 -0.857 4.998
H -6.626 0.305 4.743
H -4.933 -0.571 3.151
H -7.574 -3.758 2.089
H -9.271 -2.892 3.680
C 5.968 -5.437 -3.564
C 5.293 -6.361 -2.777
C 4.677 -5.957 -1.603
C 4.753 -4.625 -1.244
C 5.421 -3.687 -2.008
C 6.033 -4.104 -3.179
N 4.086 -4.179 -0.006
O 3.503 -5.012 0.656
O 4.164 -3.000 0.259
H 6.442 -5.756 -4.483
H 5.241 -7.398 -3.079
H 4.145 -6.660 -0.980
H 5.452 -2.653 -1.698
H 6.556 -3.385 -3.793
C -4.074 4.646 -5.433
C -5.445 4.872 -5.384
C -6.124 4.773 -4.181
C -5.404 4.453 -3.045
C -4.040 4.219 -3.069
C -3.374 4.316 -4.281
N -6.105 4.348 -1.753
O -7.312 4.493 -1.734
O -5.412 4.107 -0.790
H -3.549 4.725 -6.376
H -5.987 5.125 -6.286
H -7.189 4.940 -4.123
H -3.510 3.955 -2.165
H -2.310 4.130 -4.318
*
```


Record 4
Density functional theory data (ωB97M-V/def2-TZVPD) for a structure of composition C34H48ClCoN7O5SSb.

Results
**Highest occupied orbital energy (spin up / spin down)**: -8.59 / -10.26 eV
**Total energy**: -4564.782622 hartree
**Kohn-Sham gap (spin up / spin down)**: 5.18 / 5.52 eV

ORCA input file:
```
! wB97M-V def2-TZVPD RIJCOSX def2/J DEFGRID3
* xyz 1 4
Co 0.305 0.004 0.263
C -1.412 5.046 1.647
C -2.034 4.222 2.577
C -1.803 2.858 2.589
C -0.927 2.293 1.654
C -0.290 3.125 0.729
C -0.538 4.488 0.725
N -0.662 0.923 1.616
N -1.225 0.211 2.574
C -1.000 -1.113 2.460
C -1.436 -1.994 3.476
C -1.137 -3.325 3.376
C -0.414 -3.796 2.266
C -0.049 -2.889 1.301
N -0.342 -1.583 1.373
H -1.603 6.111 1.646
H -2.713 4.649 3.304
H -2.287 2.217 3.310
H 0.403 2.702 0.013
H -0.036 5.119 0.002
H -1.971 -1.582 4.320
H -1.443 -4.010 4.156
H -0.141 -4.836 2.168
H 0.513 -3.192 0.423
S -1.423 0.514 -1.333
C -0.416 1.193 -2.526
N -0.824 1.233 -3.824
C -0.052 1.732 -4.813
C 1.174 2.232 -4.505
C 1.537 2.203 -3.150
N 0.769 1.717 -2.200
H -1.740 0.862 -4.034
H -0.467 1.702 -5.810
H 1.828 2.628 -5.264
H 2.502 2.582 -2.833
C 3.224 4.767 1.292
C 4.242 3.837 1.931
N 3.957 3.561 3.333
C 4.105 4.663 4.287
C 2.767 5.149 4.823
C 3.741 2.329 3.852
O 3.729 2.103 5.050
C 3.476 1.185 2.909
C 4.268 0.048 2.983
C 3.955 -1.037 2.185
C 2.840 -0.966 1.372
N 2.051 0.112 1.322
C 2.374 1.171 2.073
H 3.468 4.926 0.240
H 3.215 5.743 1.780
H 2.219 4.350 1.358
H 5.242 4.277 1.868
H 4.285 2.894 1.390
H 4.634 5.465 3.770
H 4.734 4.320 5.108
H 2.121 5.497 4.016
H 2.919 5.973 5.521
H 2.261 4.343 5.353
H 5.107 0.023 3.667
H 4.552 -1.938 2.197
H 2.555 -1.799 0.746
H 1.707 2.022 2.023
C 0.146 -4.316 -2.317
C -0.668 -3.383 -3.211
C -1.213 -4.102 -4.438
Sb -2.150 -2.439 -1.936
C -2.786 -3.970 -0.548
C -3.725 -3.366 0.488
C -3.420 -5.123 -1.321
C -4.054 -1.987 -2.884
C -4.492 -0.550 -2.634
C -4.141 -2.357 -4.358
H 0.983 -4.716 -2.893
H -0.448 -5.163 -1.968
H 0.569 -3.798 -1.456
H -0.033 -2.550 -3.515
H -1.922 -4.889 -4.178
H -0.376 -4.579 -4.953
H -1.693 -3.429 -5.146
H -1.868 -4.305 -0.065
H -4.645 -2.996 0.029
H -3.260 -2.548 1.039
H -4.011 -4.132 1.213
H -4.307 -4.811 -1.876
H -3.743 -5.892 -0.614
H -2.726 -5.592 -2.020
H -4.715 -2.646 -2.314
H -3.876 0.165 -3.185
H -4.449 -0.268 -1.582
H -5.521 -0.425 -2.978
H -3.441 -1.777 -4.965
H -5.146 -2.132 -4.725
H -3.949 -3.413 -4.540
O 2.862 -2.391 -2.086
Cl 2.178 -1.147 -2.076
O 3.023 -0.069 -1.684
O 1.562 -0.885 -3.350
O 1.065 -1.283 -1.080
*
```


Record 5
Density functional theory data (ωB97M-V/def2-TZVPD) for a structure of composition C26H18F12NO4ReSTe.

Results
**Energy relative to the best compared isomer or geometry (same formula, charge and spin)**: 0.0 kJ/mol
**Highest occupied orbital energy (spin up / spin down)**: -14.73 / -14.73 eV
**Total energy**: -3299.625127 hartree
**Kohn-Sham gap (spin up / spin down)**: 6.55 / 6.55 eV

ORCA input file:
```
! wB97M-V def2-TZVPD RIJCOSX def2/J DEFGRID3
* xyz 2 1
Re 0.472 -0.744 0.276
C -3.868 4.548 -1.349
C -2.725 3.638 -1.021
C -1.417 4.103 -0.967
C -0.376 3.247 -0.674
C -0.592 1.890 -0.413
N 0.516 1.074 -0.015
C 1.860 1.591 -0.123
C 2.252 2.712 0.601
C 3.491 3.283 0.392
C 4.355 2.768 -0.570
C 5.690 3.397 -0.834
C 3.980 1.604 -1.234
C 2.766 0.964 -0.999
C 2.619 -0.466 -1.528
O 1.348 -1.076 -1.306
C 3.534 -1.364 -0.646
F 2.974 -1.236 0.634
F 3.462 -2.636 -0.964
F 4.786 -0.992 -0.557
C 2.890 -0.618 -3.052
F 2.224 0.330 -3.704
F 2.482 -1.804 -3.472
F 4.193 -0.499 -3.312
C -1.906 1.380 -0.548
C -2.929 2.273 -0.831
C -2.271 -0.099 -0.599
O -1.300 -1.014 -0.135
C -3.537 -0.468 0.241
F -3.630 -1.780 0.392
F -4.661 -0.030 -0.320
F -3.427 0.083 1.459
C -2.445 -0.512 -2.100
F -1.263 -0.318 -2.707
F -3.360 0.221 -2.719
F -2.768 -1.791 -2.205
H -3.717 5.538 -0.922
H -4.814 4.148 -0.989
H -3.948 4.666 -2.432
H -1.203 5.145 -1.164
H 0.623 3.648 -0.670
H 1.568 3.147 1.316
H 3.780 4.154 0.966
H 5.669 4.466 -0.633
H 6.004 3.241 -1.865
H 6.448 2.952 -0.186
H 4.689 1.166 -1.921
H -3.936 1.902 -0.945
Te -0.871 1.806 3.170
C -1.675 2.327 4.927
C -1.159 3.241 5.838
C -1.992 3.414 6.948
C -3.127 2.638 6.869
S -3.199 1.715 5.459
H -0.218 3.753 5.693
H -1.782 4.074 7.775
H -3.929 2.586 7.591
C 1.263 -2.003 4.242
C 0.641 -0.915 3.453
O 0.190 0.099 4.000
O 0.579 -1.091 2.154
H 1.259 -1.757 5.298
H 2.283 -2.159 3.887
H 0.710 -2.927 4.062
*
```


Record 6
Density functional theory data (ωB97M-V/def2-TZVPD) for a structure of composition C42H36BiN9O2S in a non-equilibrium geometry.

Results
**Highest occupied orbital energy**: -6.70 eV
**Total energy**: -2878.086064 hartree
**Kohn-Sham gap**: 5.87 eV

ORCA input file:
```
! wB97M-V def2-TZVPD RIJCOSX def2/J DEFGRID3
* xyz 0 1
Bi -0.158 0.146 0.138
O 1.513 1.046 1.582
C 2.119 -0.008 2.112
C 3.615 -0.029 2.001
C 4.363 -0.840 2.737
C 3.799 -1.797 3.730
C 1.757 -2.575 3.805
C 0.939 -1.640 2.899
C -0.525 -1.537 3.009
N -1.186 -0.850 2.163
N -2.433 -0.405 2.415
C -2.755 0.659 1.721
O -2.001 1.280 0.894
C -4.117 1.185 1.945
C -5.052 0.451 2.669
C -6.326 0.949 2.861
C -6.680 2.182 2.332
C -5.754 2.912 1.603
C -4.479 2.416 1.406
H 4.047 0.678 1.312
H 5.440 -0.827 2.644
H 4.556 -2.080 4.462
H 1.198 -3.284 4.409
H -0.952 -1.797 3.977
H -4.753 -0.502 3.074
H -7.047 0.376 3.425
H -7.674 2.574 2.491
H -6.028 3.871 1.189
H -3.740 2.968 0.847
C -2.779 -1.954 -0.221
N -1.871 -1.269 -1.131
C -1.132 -2.260 -1.907
C -2.529 -0.339 -2.032
C -3.714 -0.708 -2.648
C -4.325 0.096 -3.592
C -3.699 1.274 -3.965
C -2.532 1.665 -3.353
C -1.929 0.904 -2.328
N -0.783 1.319 -1.729
C -0.462 2.671 -1.681
C -1.434 3.642 -1.417
C -1.106 4.975 -1.306
C 0.208 5.382 -1.465
C 1.182 4.436 -1.723
C 0.871 3.086 -1.814
N 1.891 2.099 -2.026
C 2.907 2.159 -0.993
C 2.469 2.173 -3.353
H -3.346 -2.747 -0.721
H -3.478 -1.245 0.213
H -2.201 -2.412 0.581
H -1.815 -2.946 -2.423
H -0.488 -2.843 -1.248
H -0.522 -1.756 -2.651
H -4.182 -1.645 -2.381
H -5.258 -0.207 -4.040
H -4.124 1.898 -4.739
H -2.051 2.583 -3.657
H -2.455 3.319 -1.278
H -1.877 5.700 -1.089
H 0.474 6.424 -1.376
H 2.208 4.750 -1.852
H 3.535 3.061 -1.053
H 3.556 1.286 -1.095
H 2.418 2.125 -0.021
H 2.999 3.119 -3.551
H 1.678 2.063 -4.094
H 3.183 1.355 -3.467
S 5.699 -5.550 0.344
N 4.813 -4.889 1.525
C 3.985 -3.994 0.990
C 3.086 -3.146 1.674
C 3.064 -3.068 3.160
C 2.480 -1.348 4.392
C 1.625 -0.403 3.543
N 1.512 -1.340 1.594
C 2.346 -2.238 0.952
C 2.485 -2.126 -0.476
N 1.757 -1.211 -1.122
C 1.874 -1.059 -2.420
C 2.737 -1.835 -3.194
C 3.498 -2.797 -2.565
C 3.379 -2.966 -1.183
C 4.139 -3.908 -0.434
N 5.065 -4.733 -0.898
H 3.448 -3.992 3.593
H 2.521 -1.139 5.457
H 1.062 0.372 4.051
H 1.261 -0.276 -2.843
H 2.804 -1.679 -4.260
H 4.187 -3.428 -3.106
*
```